Molecular formula: C6H5Br
Method: DFT, ωB97M-V with the def2-TZVPD basis set

Summary:
Lowest unoccupied orbital energy = 1.0 eV
HOMO = -9.2 eV
F_max = 0.044 hartree/bohr
Energy above the lowest of the compared OMol25 structures with the same formula, charge and spin = 0.0 kJ/mol
SMILES string = Brc1ccccc1

The geometry in XYZ format:
```
12
Properties=species:S:1:pos:R:3:forces:R:3:nbo_charge:R:1
Br 2.46189 -1.28497 -1.67299 -0.2303 0.2051 0.1373 0.05
C -1.08741 0.54126 0.81729 -0.5602 -0.5255 -0.9381 -0.22
C 0.15453 1.12993 0.81849 0.5046 0.0810 0.5102 -0.20
C -1.32134 -0.57469 -0.00776 1.2199 0.1556 -0.1169 -0.19
C 1.19416 0.61400 0.08612 -0.1674 -0.6064 -0.7619 -0.24
C -0.24603 -1.14669 -0.78580 -1.2584 1.2694 1.4209 -0.25
C 0.99885 -0.53832 -0.69767 -0.0613 0.3567 0.1640 -0.06
H -1.87268 1.06006 1.35568 -0.1790 -0.4825 0.0491 0.22
H 0.37974 1.97681 1.45653 -0.2504 0.1279 -0.1357 0.22
H -2.32813 -0.97910 -0.02170 0.2145 -0.1937 -0.2393 0.22
H 2.09066 1.19637 0.07771 0.7137 -0.2726 -0.0931 0.23
H -0.42424 -1.99467 -1.42590 0.0543 -0.1152 0.0037 0.23
```
Positions in Å, forces in eV/Å.



Molecular formula: C37H35AsF3LiP2S
Method: DFT, ωB97M-V with the def2-TZVPD basis set

Summary:
Lowest unoccupied orbital energy = 0.2 eV
HOMO = -7.8 eV
F_max = 0.009 hartree/bohr
Energy above the lowest of the compared OMol25 structures with the same formula, charge and spin = 0.0 kJ/mol

The geometry in XYZ format:
```
80
Properties=species:S:1:pos:R:3:forces:R:3:lowdin_charge:R:1
Li -2.64806 -0.22563 0.12122 0.2215 -0.3332 0.0427 0.32
C -4.94707 2.20332 -0.94761 -0.0929 -0.0900 0.0413 -0.25
As -4.00386 1.15156 -2.25199 -0.0290 -0.0311 0.0076 0.62
C -4.89205 1.46690 -3.93069 -0.0989 -0.1114 -0.0512 -0.26
C -2.27758 1.98930 -2.43348 0.1510 -0.1441 0.0008 -0.25
S -3.88357 -0.90936 -1.82487 0.0316 0.2555 -0.0223 0.03
H -5.07442 3.21177 -1.34096 -0.0063 0.0137 0.0350 0.04
H -4.37223 2.21336 -0.01646 -0.0436 -0.0244 -0.0991 -0.01
H -5.91944 1.73783 -0.77586 0.0936 0.0684 -0.0079 0.05
H -4.90355 2.53481 -4.14856 -0.0082 -0.0320 -0.0086 0.04
H -5.91421 1.08575 -3.85718 0.1710 0.0631 -0.0292 0.04
H -4.35806 0.92427 -4.71298 -0.0750 0.0663 0.0817 0.04
H -2.41130 3.04758 -2.65375 0.0310 0.0092 -0.0162 0.04
H -1.73415 1.49227 -3.24349 -0.0852 0.1091 0.1586 0.04
H -1.73118 1.87140 -1.49228 -0.0919 0.0210 -0.1166 0.01
F -3.53493 5.79583 7.41337 -0.1051 -0.1379 -0.0143 0.13
C -2.43158 5.82019 6.63790 0.0245 0.0956 0.1101 -0.58
F -2.28776 7.09310 6.23293 0.0315 0.0256 -0.1968 0.13
F -1.39563 5.56707 7.46722 0.0393 -0.1212 -0.0531 0.13
C -2.50707 4.84115 5.50210 0.0096 0.0135 0.1232 -0.13
C -2.66810 3.48774 5.79304 0.0084 0.1671 0.0005 -0.01
C -2.73989 2.56492 4.77193 0.0053 0.0443 -0.0225 -0.02
C -2.65166 2.97211 3.43419 -0.0011 0.0274 0.0747 -0.27
C -2.49029 4.33078 3.16165 -0.0016 -0.0107 -0.0631 -0.03
C -2.41716 5.25873 4.18336 -0.0131 0.0660 0.1445 -0.02
C -2.70757 2.01039 2.38374 0.0974 0.0987 0.1943 -0.24
C -2.67804 1.12590 1.54328 -0.2004 -0.0762 -0.4155 -0.13
H -2.73780 3.16092 6.82051 -0.0009 -0.0001 0.0904 0.12
H -2.86255 1.51483 4.99117 -0.0058 -0.0555 0.0002 0.12
H -2.42051 4.65197 2.13212 0.0056 0.0149 -0.0430 0.11
H -2.29290 6.30644 3.95434 0.0114 0.0665 0.0100 0.11
C 1.13493 -0.32223 -1.55528 -0.1399 0.2107 -0.3617 -0.54
P -0.05904 -0.75981 -0.23458 -0.2813 -0.0567 0.3125 0.99
C -0.15994 -2.57521 -0.41072 -0.0717 0.0320 0.0292 -0.38
C 0.07993 -3.52381 0.57522 -0.0846 -0.0583 0.2405 -0.08
C -0.11725 -4.87338 0.31945 -0.0971 -0.0122 -0.0581 -0.08
C -0.56649 -5.29636 -0.91947 -0.0913 0.0279 0.1009 -0.09
C -0.84777 -4.35521 -1.89779 -0.1228 -0.0559 -0.0053 -0.09
C -0.65817 -3.01303 -1.64019 -0.1532 0.0513 -0.0147 -0.15
C 0.85135 -0.32165 1.28123 -0.0076 -0.0259 0.0221 -0.39
C 0.73777 1.02000 1.64357 -0.0906 -0.0317 0.0601 -0.12
C 1.41063 1.51886 2.74532 -0.0185 0.0069 0.0129 -0.07
C 2.19158 0.67634 3.51877 0.0223 -0.0431 -0.0032 -0.08
C 2.30694 -0.66147 3.17414 0.0014 0.0417 -0.0010 -0.08
C 1.64892 -1.15539 2.05929 0.1533 -0.1393 -0.0312 -0.12
P 2.91667 -0.55534 -1.17071 0.0128 0.0493 0.0091 1.04
C 3.61945 -0.34964 -2.85074 0.0420 -0.0829 0.0385 -0.39
C 4.93519 -0.77033 -3.04167 0.0056 -0.0088 0.0233 -0.11
C 5.56012 -0.61574 -4.26258 0.0260 0.0142 -0.0950 -0.09
C 4.88513 -0.02044 -5.32060 0.0284 -0.0113 0.0138 -0.09
C 3.58434 0.41264 -5.14073 0.0361 0.0087 -0.0681 -0.09
C 2.95568 0.24632 -3.91521 -0.0480 0.0272 0.0136 -0.10
C 2.94255 -2.37955 -1.03549 0.2533 -0.0299 -0.0191 -0.39
C 3.55074 -2.94209 0.07877 0.0634 0.0030 -0.0874 -0.13
C 3.58324 -4.31862 0.24704 0.0418 -0.0623 0.0217 -0.08
C 3.00771 -5.14198 -0.70312 0.0875 0.0181 -0.0363 -0.09
C 2.40972 -4.59167 -1.82939 0.1805 -0.0130 -0.0364 -0.09
C 2.38612 -3.22120 -1.99585 0.1291 0.0174 -0.0129 -0.09
H 0.97703 0.73765 -1.78755 0.0034 -0.0837 0.0526 0.04
H 0.82805 -0.89152 -2.44241 0.0766 0.1345 0.0754 0.04
H 0.40567 -3.22900 1.56469 -0.1925 -0.1178 -0.1920 0.09
H 0.08287 -5.59222 1.10086 0.0214 -0.0686 0.0456 0.11
H -0.71644 -6.34737 -1.11485 -0.0093 -0.1106 -0.0212 0.11
H -1.22947 -4.66527 -2.85996 -0.0326 -0.0335 -0.0716 0.11
H -0.92689 -2.29217 -2.40350 -0.0006 0.0414 -0.0200 0.09
H 0.08057 1.67313 1.08702 -0.0778 0.0421 -0.0669 0.08
H 1.29771 2.55892 3.01495 0.0019 0.0717 0.0139 0.11
H 2.70395 1.05841 4.38903 0.0443 0.0336 0.0793 0.10
H 2.91676 -1.32709 3.76907 0.0456 -0.0247 0.0452 0.10
H 1.79855 -2.19236 1.78735 0.0482 0.2988 0.0778 0.06
H 5.47404 -1.23249 -2.22504 0.0285 -0.0405 0.0879 0.10
H 6.57704 -0.95661 -4.39065 0.0819 -0.0245 -0.0223 0.10
H 5.37412 0.10481 -6.27492 0.0407 0.0119 -0.0846 0.10
H 3.05051 0.87960 -5.95621 -0.0329 0.0308 -0.0590 0.10
H 1.93802 0.59005 -3.80462 -0.0721 0.0291 0.0066 0.08
H 3.99773 -2.29511 0.82011 0.0558 0.0704 0.0648 0.09
H 4.05939 -4.74315 1.11887 0.0392 -0.0490 0.0726 0.10
H 3.02891 -6.21366 -0.57384 -0.0131 -0.1159 0.0199 0.11
H 1.96173 -5.23408 -2.57310 -0.0134 -0.0391 -0.0499 0.11
H 1.92424 -2.79767 -2.87794 0.0059 0.0087 -0.0781 0.11
```
Positions in Å, forces in eV/Å.



Molecular formula: C12H25BO4PTi
Method: DFT, ωB97M-V with the def2-TZVPD basis set

Summary:
Charge = +1
Lowest unoccupied orbital energy = -5.8 eV
HOMO = -12.1 eV
F_max = 0.072 hartree/bohr

The geometry in XYZ format:
```
44
Properties=species:S:1:pos:R:3:forces:R:3:nbo_charge:R:1
C -5.39417 1.24533 -3.37650 0.6330 0.6102 -0.6303 -0.71
C -4.05673 0.84387 -2.82513 -1.7224 1.0679 -1.4900 0.80
O -3.95673 0.11416 -1.91009 0.7854 -1.7322 2.3757 -0.60
O -3.02663 1.42296 -3.44186 0.5804 -0.0640 -0.4165 -0.50
C -1.74925 0.94341 -3.02091 0.1189 0.4596 0.0968 -0.08
C -1.19388 1.71061 -1.84126 1.1222 0.2857 -0.0182 -0.40
C 0.20332 1.09988 -1.45934 -1.3961 0.9563 1.1597 -0.63
B 0.02611 0.20527 -0.09018 0.1892 -1.5144 -1.2948 -0.26
C 0.90545 -1.18139 -0.04950 0.3541 1.2934 -0.1322 -0.62
C 2.42725 -0.96330 -0.28294 -0.3056 0.2583 0.9854 -0.40
C 3.37845 -1.57184 0.77402 -0.0166 -0.2234 -1.0766 -0.43
C 2.94573 -2.90677 1.33963 0.5933 -0.1254 0.6991 -0.07
O 3.93878 -3.35179 2.32445 -0.1259 0.3330 -0.8323 -0.55
C 3.69366 -2.74586 3.50168 1.9041 1.1349 -1.1066 0.66
O 2.95481 -3.16069 4.29196 -2.4759 -1.3508 2.4111 -0.52
P 0.24160 1.34837 1.43595 -1.5852 0.6104 0.0898 0.71
C -1.46066 1.28782 2.30179 1.1086 0.6316 -0.2726 -0.92
C 1.36723 0.74435 2.75176 -0.0858 1.0513 0.2968 -0.91
H -6.14972 0.52969 -3.11308 -0.2126 -0.2049 0.2799 0.25
H -5.62259 2.23415 -2.98373 -0.2461 0.0482 0.0855 0.23
H -5.33952 1.35096 -4.45463 -0.0397 0.0084 -0.1631 0.24
H -1.06583 1.13332 -3.83829 0.0047 0.1203 -0.2961 0.21
H -1.72699 -0.12396 -2.83604 -0.3880 -0.1644 0.1957 0.22
H -1.09669 2.76253 -2.12473 -0.0578 0.1223 -0.2473 0.19
H -1.90758 1.64487 -0.97648 -0.2827 -0.4290 -0.0309 0.10
H 0.59381 0.52488 -2.28967 0.1370 0.0031 -0.2055 0.24
H 0.81285 1.97999 -1.26075 0.6588 -0.1908 -0.3082 0.21
H -1.13643 -0.16083 -0.01794 -0.2038 0.2768 0.2480 0.01
H 0.67038 -1.67285 0.89084 0.1186 -0.4314 -0.0678 0.20
H 0.52604 -1.76389 -0.88263 -0.2956 -0.3966 0.1209 0.23
H 2.60135 0.11467 -0.26039 0.2316 0.1217 -0.1519 0.18
H 2.73601 -1.27641 -1.27218 -0.1006 -0.2456 -0.2119 0.21
H 3.60943 -0.84738 1.54447 -0.2064 0.0577 0.4521 0.19
H 4.32685 -1.75056 0.27611 0.2881 0.0162 0.0317 0.23
H 1.99567 -2.88042 1.86502 -0.2156 -0.0111 -0.0982 0.18
H 2.90942 -3.69426 0.59843 -0.0320 -0.0255 -0.2286 0.21
H 4.22894 -1.81191 3.72478 0.4887 0.0671 -0.4739 0.10
H -2.19398 1.40373 1.46015 -0.5812 -1.4470 0.7412 0.13
H -1.56135 0.30165 2.72569 -0.6376 -0.2791 -0.0600 0.30
H -1.48286 2.06158 3.07125 -0.2867 -0.1332 0.2642 0.23
H 1.39974 -0.33723 2.78380 -0.0899 -0.2368 -0.3522 0.27
H 2.34803 1.16075 2.55917 0.3065 -0.1372 -0.0558 0.26
H 1.06348 1.09649 3.73465 -0.0916 0.1279 0.0464 0.25
Ti -1.78281 2.93606 0.65264 2.0580 -0.3197 -0.3584 1.34
```
Positions in Å, forces in eV/Å.



Molecular formula: C3H12N2O2
Method: DFT, ωB97M-V with the def2-TZVPD basis set

Summary:
Lowest unoccupied orbital energy = 0.8 eV
HOMO = -8.9 eV
F_max = 0.099 hartree/bohr
Energy above the lowest of the compared OMol25 structures with the same formula, charge and spin = 206.1 kJ/mol
SMILES string = [H]/N=C/NCC.O.O

The geometry in XYZ format:
```
19
Properties=species:S:1:pos:R:3:forces:R:3:nbo_charge:R:1
C 2.31644 0.02609 0.34211 2.0512 -1.9465 0.6616 -0.63
C 1.45133 0.99021 -0.43174 -2.0161 -2.0332 1.4509 -0.25
N 0.08703 0.82860 0.21698 1.5217 -0.4682 -1.1602 -0.60
C -0.94831 1.53188 -0.18419 -3.8140 1.0241 3.2429 0.29
N -2.12572 1.53640 0.50403 3.3707 0.3562 -1.8977 -0.81
H 3.39713 -0.06626 -0.06166 -1.6995 0.5324 0.6082 0.23
H 2.35923 0.51837 1.35084 0.3446 -1.0345 -0.5305 0.20
H 1.99225 -1.09079 0.44604 0.0428 2.1879 -0.3137 0.24
H 1.29528 0.65754 -1.49100 0.6388 1.3240 0.7545 0.23
H 1.80735 1.93024 -0.00330 0.1045 0.6318 -1.8488 0.21
H 0.05155 0.58939 1.18790 0.0847 -0.5538 0.2560 0.40
H -0.77794 2.30323 -0.89284 0.3282 0.3817 -1.2072 0.15
H -2.47537 2.46198 0.24466 -0.9017 -0.5521 -0.1146 0.33
H -1.98304 -1.43541 1.84808 0.0245 -0.1490 -0.8474 0.48
H -2.26237 -0.80107 0.50127 -0.5394 1.4181 -0.3789 0.49
O -1.93942 -1.59771 0.88463 0.4408 -1.1204 1.1553 -0.97
H -0.82345 -2.32118 -0.87049 1.0339 -0.9474 -0.3812 0.49
H -1.07945 -3.12287 -2.09685 0.4398 -0.2588 -0.0890 0.46
O -0.34254 -2.93864 -1.49448 -1.4554 1.2077 0.6399 -0.95
```
Positions in Å, forces in eV/Å.



Question: Which of these has the lowest HOMO?
Answer: C12H25BO4PTi



Question: The highest HOMO belongs to which entry?
Answer: C37H35AsF3LiP2S



Question: Which value of F_max does entry 3 give?
Answer: 0.072 hartree/bohr



Question: Among the records above, which one has the highest HOMO?
Answer: C37H35AsF3LiP2S